1.
DFT (the ωB97M-V functional and the def2-TZVPD basis) results for a molecular structure, C52H61AlAsN4P3S4Si.

```
127
Properties=species:S:1:pos:R:3
Al 0.53 -1.22 0.28
C -2.00 -2.90 -1.40
Si -1.44 -1.08 -1.31
C -1.83 -0.42 -3.09
C -2.38 -1.26 -4.06
C -2.74 -0.79 -5.32
C -2.54 0.54 -5.64
C -1.98 1.39 -4.70
C -1.62 0.92 -3.44
P -0.88 1.98 -2.13
C 0.89 1.89 -2.54
C 1.43 1.03 -3.49
C 2.79 1.03 -3.74
C 3.63 1.88 -3.04
C 3.11 2.72 -2.07
C 1.75 2.71 -1.81
C -1.30 3.66 -2.80
C -2.58 4.13 -2.54
C -3.01 5.35 -3.02
C -2.15 6.14 -3.77
C -0.87 5.69 -4.04
C -0.45 4.45 -3.57
C -2.95 -0.28 -0.37
C -4.24 -0.48 -0.88
C -5.37 0.02 -0.25
C -5.23 0.77 0.91
C -3.96 1.01 1.42
C -2.83 0.48 0.80
P -1.12 0.82 1.37
C -1.16 0.73 3.21
C 0.04 1.00 3.86
C 0.12 1.02 5.25
C -1.00 0.72 6.01
C -2.18 0.38 5.38
C -2.26 0.38 3.99
C -0.99 2.66 1.18
C -2.03 3.51 0.80
C -1.83 4.88 0.68
C -0.58 5.43 0.91
C 0.47 4.59 1.25
C 0.27 3.23 1.37
H -3.04 -3.04 -1.74
H -1.92 -3.28 -0.38
H -1.34 -3.50 -2.03
H -2.53 -2.31 -3.83
H -3.16 -1.48 -6.05
H -2.82 0.92 -6.62
H -1.83 2.43 -4.95
H 0.78 0.36 -4.04
H 3.20 0.33 -4.46
H 4.70 1.85 -3.22
H 3.77 3.34 -1.48
H 1.35 3.34 -1.01
H -3.25 3.52 -1.94
H -4.02 5.70 -2.80
H -2.48 7.10 -4.14
H -0.19 6.29 -4.63
H 0.55 4.11 -3.79
H -4.37 -1.04 -1.80
H -6.35 -0.16 -0.66
H -6.10 1.19 1.41
H -3.85 1.64 2.30
H 0.94 1.16 3.28
H 1.07 1.23 5.72
H -0.94 0.72 7.10
H -3.05 0.09 5.97
H -3.19 0.07 3.53
H -3.01 3.10 0.58
H -2.66 5.51 0.39
H -0.43 6.50 0.81
H 1.47 5.00 1.39
H 1.12 2.59 1.58
S 5.20 -0.81 -1.00
As 3.63 -1.46 0.24
S 2.05 -2.60 -0.85
S 2.22 0.22 0.78
S 4.27 -2.49 1.99
N -0.35 -2.10 1.60
P -0.51 -3.36 2.43
N 0.05 -4.87 1.91
C -0.41 -5.26 0.57
C -0.20 -6.75 0.35
C 1.27 -7.11 0.53
C 1.72 -6.67 1.92
C 1.48 -5.18 2.10
N -2.14 -3.73 2.68
C -2.63 -4.99 3.21
C -3.84 -5.47 2.40
C -4.93 -4.41 2.40
C -4.37 -3.09 1.87
C -3.13 -2.67 2.66
N 0.17 -3.26 3.98
C 1.42 -2.49 4.04
C 2.29 -3.01 5.20
C 1.41 -3.66 6.27
C 0.12 -2.86 6.41
C -0.70 -2.93 5.11
H 0.11 -4.69 -0.20
H -1.48 -5.02 0.50
H -0.54 -7.00 -0.66
H -0.81 -7.32 1.06
H 1.86 -6.57 -0.22
H 1.44 -8.18 0.37
H 2.78 -6.87 2.07
H 1.16 -7.22 2.68
H 2.10 -4.61 1.41
H 1.76 -4.88 3.11
H -2.95 -4.87 4.26
H -1.82 -5.71 3.18
H -4.21 -6.41 2.83
H -3.52 -5.68 1.38
H -5.28 -4.26 3.42
H -5.79 -4.73 1.80
H -5.11 -2.29 1.91
H -4.08 -3.21 0.82
H -3.44 -2.42 3.69
H -2.67 -1.79 2.22
H 1.19 -1.43 4.18
H 1.97 -2.56 3.10
H 2.84 -2.17 5.63
H 3.04 -3.71 4.82
H 1.94 -3.72 7.23
H 1.16 -4.69 5.98
H 0.37 -1.82 6.64
H -0.49 -3.23 7.24
H -1.21 -1.96 4.95
H -1.47 -3.69 5.20
```

The value obtained for the total energy is -207405.8965 eV. As for the molar mass: 1093.3 u. For the highest occupied orbital energy, the calculation gives -1.64 eV. As for the HOMO-LUMO gap: 5.5 eV. The value obtained for the LUMO energy is 3.90 eV. Its total charge is -2. As for the largest force on an atom: 0.39 eV/A. Its spin multiplicity is 1.

=====

2.
DFT (the ωB97M-V functional and the def2-TZVPD basis) results for a molecular structure, C27H22CoF6N8O.

```
65
Properties=species:S:1:pos:R:3
Co -0.15 -0.49 -0.23
C 4.17 -1.71 3.12
C 3.16 -2.52 2.60
C 2.41 -2.10 1.51
C 2.66 -0.88 0.89
C 3.68 -0.08 1.41
C 4.42 -0.49 2.52
N 1.86 -0.53 -0.22
C 2.33 0.08 -1.30
C 3.68 0.45 -1.61
C 3.97 1.02 -2.81
C 2.99 1.25 -3.81
C 1.70 0.84 -3.60
C 1.37 0.28 -2.36
N 0.16 -0.25 -2.02
N -0.67 -0.61 -2.92
C -1.63 -1.43 -2.33
C -2.66 -1.98 -3.09
C -3.55 -2.85 -2.48
C -3.40 -3.15 -1.13
C -2.35 -2.57 -0.44
N -1.50 -1.73 -1.02
H 4.74 -2.03 3.98
H 2.93 -3.47 3.07
H 1.62 -2.72 1.12
H 3.90 0.89 0.97
H 5.20 0.15 2.91
H 4.47 0.23 -0.91
H 5.00 1.29 -3.02
H 3.26 1.71 -4.75
H 0.94 0.95 -4.36
H -2.72 -1.73 -4.14
H -4.35 -3.29 -3.05
H -4.08 -3.82 -0.62
H -2.18 -2.77 0.61
N -2.86 2.96 -1.88
C -3.99 2.20 -2.06
C -3.75 1.02 -1.42
N -2.50 1.05 -0.84
C -1.99 2.22 -1.13
C -0.66 2.62 -0.67
N 0.11 1.85 0.06
C 1.24 2.59 0.34
C 1.15 3.82 -0.23
N -0.07 3.83 -0.88
H -2.71 3.88 -2.23
H -4.84 2.55 -2.63
H -4.39 0.16 -1.33
H 2.02 2.19 0.97
H 1.82 4.66 -0.25
H -0.44 4.60 -1.41
C -2.50 0.08 2.38
C -1.19 -0.66 2.66
O -0.51 -1.03 1.55
C -1.52 -1.98 3.45
F -0.59 -2.93 3.26
F -2.69 -2.51 3.00
F -1.65 -1.82 4.78
C -0.33 0.26 3.58
F -1.01 0.74 4.65
F 0.09 1.33 2.88
F 0.76 -0.37 4.04
H -3.10 -0.52 1.70
H -2.26 1.02 1.90
H -3.06 0.26 3.30
```

The value obtained for the total energy is -96257.6337 eV. As for the molar mass: 647.4 u. For the highest occupied orbital energy (spin up / spin down), the calculation gives -6.89 / -6.79 eV. As for the expectation value of S²: 0.812. As for the HOMO-LUMO gap (spin up / spin down): 5.9 / 5.8 eV. The value obtained for the LUMO energy (spin up / spin down) is -0.97 / -0.99 eV. As for the largest force on an atom: 0.78 eV/A. Its spin multiplicity is 2.